# 1
Computed, not measured: a cluster of 2 separate species, CH6O2 in total at a distorted geometry, with the ωB97M-V functional and the def2-TZVPD basis.

## Properties
HOMO, eV: -10.52
Structure (SMILES): CO.O
HOMO-LUMO gap, eV: 11.297
Relative energy (zero: lowest compared OMol25 entry of this formula, charge and spin), kJ/mol: 10.58

```
9
Properties=species:S:1:pos:R:3:forces:R:3
O 2.553299 1.305260 2.093259 0.89 -0.13 1.25
O 0.130480 1.490900 1.338639 -0.50 -0.95 -0.80
C 2.998389 2.636499 1.852079 0.23 0.64 -0.38
H 1.058200 1.285579 1.594439 -0.56 0.04 -0.12
H -0.136510 0.745450 0.754450 0.22 0.89 0.65
H 4.046198 2.787389 2.161799 -0.34 -0.18 -0.10
H 2.369249 3.384548 2.363169 0.13 -0.32 -0.19
H 2.926119 2.800549 0.763740 0.01 -0.06 0.53
H 2.610049 1.139460 3.057459 -0.08 0.05 -0.84
```
Forces are in eV/Å.

Results of the Löwdin charge analysis, in e, for atoms 1 through 8:
1 O -0.145
2 O -0.109
3 C -0.135
4 H -0.043
5 H 0.044
6 H 0.083
7 H 0.091
8 H 0.095


# 2
Computed, not measured: a cluster of 3 separate species, CH6O4 in total at a distorted geometry, with the ωB97M-V functional and the def2-TZVPD basis.

## Properties
HOMO, eV: -10.99
Structure (SMILES): O=CO.O.O
HOMO-LUMO gap, eV: 11.380
Relative energy (zero: lowest compared OMol25 entry of this formula, charge and spin), kJ/mol: 74.48

```
11
Properties=species:S:1:pos:R:3:forces:R:3
O 0.744608 0.553044 -0.217659 -0.29 0.21 0.13
O -2.299242 -1.271985 -2.763973 0.65 0.99 -0.34
O -1.229382 1.772815 2.501029 0.01 -0.20 0.17
O 2.142700 -0.698645 0.953103 -0.08 0.10 -0.01
C 1.657944 -0.416393 -0.099531 0.51 -0.44 0.38
H -2.636921 -2.064150 -2.385393 -0.46 -0.96 0.44
H -2.967210 -0.963867 -3.378060 -0.13 0.01 -0.08
H 1.953731 -0.935767 -1.022979 -0.25 0.17 -0.20
H -0.827208 1.035931 2.976332 -0.03 0.14 0.03
H -1.014604 1.581394 1.586024 0.10 0.04 -0.22
H 0.382297 0.590309 -1.106311 -0.02 -0.05 -0.31
```
Forces are in eV/Å.

Results of the Löwdin charge analysis, in e, for atoms 1 through 8:
1 O 0.083
2 O -0.046
3 O -0.060
4 O 0.082
5 C -0.398
6 H 0.015
7 H 0.034
8 H 0.139


# 3
Computed, not measured: a cluster of 2 separate species, CH6OS2 in total at a distorted geometry, with the ωB97M-V functional and the def2-TZVPD basis.

## Properties
HOMO, eV: -8.46
Structure (SMILES): CSS.O
HOMO-LUMO gap, eV: 8.869
Relative energy (zero: lowest compared OMol25 entry of this formula, charge and spin), kJ/mol: 152.80

```
10
Properties=species:S:1:pos:R:3:forces:R:3
S -1.811619 -0.775917 -0.539216 -0.20 -0.87 -1.53
S -0.640710 -1.539626 -2.156325 -0.63 0.53 0.79
O 1.190819 1.035602 0.886644 4.99 2.47 0.73
C -0.575200 -0.285907 0.625714 -0.79 -0.65 0.02
H -0.175820 0.733363 0.490874 -2.60 -1.55 -0.35
H -0.598740 -0.449197 -2.951124 -0.03 -0.06 0.20
H 0.263650 -1.000867 0.583634 -0.51 0.33 0.09
H 1.421209 1.375932 -0.007426 0.02 -0.30 0.78
H 1.969949 1.257903 1.445024 -0.39 0.07 -0.45
H -1.043540 -0.351287 1.622204 0.15 0.03 -0.27
```
Forces are in eV/Å.

Results of the Löwdin charge analysis, in e, for atoms 1 through 8:
1 S 0.382
2 S 0.280
3 O -0.128
4 C -0.574
5 H -0.015
6 H -0.217
7 H 0.036
8 H 0.096


# 4
Computed, not measured: a cluster of 2 separate species, CH6OS2 in total at a distorted geometry, with the ωB97M-V functional and the def2-TZVPD basis.

## Properties
HOMO, eV: -9.15
Structure (SMILES): CSS.O
HOMO-LUMO gap, eV: 9.648
Relative energy (zero: lowest compared OMol25 entry of this formula, charge and spin), kJ/mol: 9.47

```
10
Properties=species:S:1:pos:R:3:forces:R:3
S -0.737484 -0.493793 1.035586 -0.41 -0.19 0.31
S -0.821164 -2.308702 2.013405 0.07 0.13 -0.14
O -0.894324 2.965466 -1.424353 0.81 -0.88 -0.46
C 0.594025 -0.754713 -0.124374 1.00 -0.24 -0.32
H 0.458945 -1.613333 -0.803434 -0.19 0.36 0.37
H 0.051445 2.828696 -1.189674 -1.01 0.16 -0.28
H 1.518705 -0.908073 0.457046 -0.25 0.10 -0.42
H 0.199995 -2.166832 2.884955 -0.10 0.13 -0.09
H 0.707545 0.159317 -0.731234 -0.12 -0.28 0.29
H -1.077684 2.291966 -2.117923 0.21 0.72 0.74
```
Forces are in eV/Å.

Results of the Löwdin charge analysis, in e, for atoms 1 through 8:
1 S 0.345
2 S 0.289
3 O -0.089
4 C -0.527
5 H 0.040
6 H 0.041
7 H 0.031
8 H -0.195


# 5
Computed, not measured: an isolated molecule of CH6P2S at a distorted geometry, with the ωB97M-V functional and the def2-TZVPD basis.

## Properties
HOMO, eV: -8.18
Structure (SMILES): C=[PH2][PH2]=S
HOMO-LUMO gap, eV: 8.259
Relative energy (zero: lowest compared OMol25 entry of this formula, charge and spin), kJ/mol: 284.06

```
10
Properties=species:S:1:pos:R:3:forces:R:3
S 2.715587 -0.358674 0.063986 -0.83 1.14 -0.10
P -0.755752 0.012550 0.192301 -1.26 0.80 -0.14
P 1.213895 0.917558 -0.014421 0.17 0.80 1.23
C -0.692032 -1.683009 -0.014232 1.56 0.50 -1.35
H 0.173118 -2.167742 -0.649468 -1.86 1.39 1.25
H -1.687748 -2.036730 -0.224191 -0.25 -0.60 0.16
H -1.471017 1.258374 -0.610173 0.96 -1.79 0.79
H 0.817657 1.570678 -1.241311 0.72 -0.12 0.64
H 1.068040 2.077750 1.062891 0.37 -1.73 -1.86
H -1.381746 0.409246 1.434622 0.41 -0.39 -0.62
```
Forces are in eV/Å.

Results of the Löwdin charge analysis, in e, for atoms 1 through 8:
1 S 0.046
2 P 0.442
3 P 0.048
4 C -0.414
5 H 0.020
6 H -0.051
7 H -0.010
8 H -0.060


# 6
Computed, not measured: a cluster of 2 separate species, CH6S in total at a distorted geometry, with the ωB97M-V functional and the def2-TZVPD basis.

## Properties
HOMO, eV: -9.82
Structure (SMILES): C.S
HOMO-LUMO gap, eV: 10.667
Relative energy (zero: lowest compared OMol25 entry of this formula, charge and spin), kJ/mol: 27.61

```
8
Properties=species:S:1:pos:R:3:forces:R:3
S -0.617751 -0.836570 -2.304608 1.41 0.78 0.78
C 0.593308 0.667075 1.520505 0.32 -0.89 -0.06
H 1.085292 1.199473 2.327792 -0.17 0.18 0.05
H -0.288132 0.130514 1.868509 -0.21 0.43 0.09
H -0.746590 -0.983822 -3.627866 -0.95 -0.48 0.18
H 0.382536 1.302086 0.666953 -0.11 0.10 0.07
H 1.263101 -0.135749 1.206717 0.18 0.17 -0.16
H -1.671761 -1.343010 -1.658005 -0.45 -0.29 -0.94
```
Forces are in eV/Å.

For reference, the Löwdin charges in units of e are:
1 S 0.456
2 C -0.053
3 H 0.012
4 H 0.014
5 H -0.228
6 H 0.011
7 H 0.014
8 H -0.226


# 7
Computed, not measured: a cluster of 2 separate species, CH6S4 in total at a distorted geometry, with the ωB97M-V functional and the def2-TZVPD basis.

## Properties
HOMO, eV: -8.70
Structure (SMILES): CSS.SS
HOMO-LUMO gap, eV: 8.744
Relative energy (zero: lowest compared OMol25 entry of this formula, charge and spin), kJ/mol: 95.17

```
11
Properties=species:S:1:pos:R:3:forces:R:3
S -2.548560 2.795857 -0.122516 -0.08 -0.29 -0.66
S -2.595293 0.807973 -0.906327 0.50 1.62 0.73
S 2.871755 -0.749812 0.376148 0.05 -0.40 0.01
S 3.323794 -2.829371 0.261629 0.37 0.40 0.12
C -1.882066 0.090171 0.619244 -1.89 1.57 1.28
H -1.344953 -0.773879 0.326388 0.40 -1.00 0.11
H -2.814969 -0.065824 1.225158 1.23 -0.63 -0.22
H 1.674972 -1.021502 -0.146144 -0.12 0.51 -0.07
H 2.071535 -3.075618 -0.076914 -0.31 -0.50 -0.06
H -3.841265 3.187079 -0.022317 0.12 -0.55 -0.10
H -1.280074 0.814363 1.235424 -0.27 -0.72 -1.14
```
Forces are in eV/Å.

Results of the Löwdin charge analysis, in e, for atoms 1 through 8:
1 S 0.300
2 S 0.362
3 S 0.236
4 S 0.239
5 C -0.518
6 H -0.007
7 H 0.035
8 H -0.239


# 8
Computed, not measured: a structure of composition CH7AlN2O4 at a distorted geometry, with the ωB97M-V functional and the def2-TZVPD basis.

## Properties
HOMO (spin up / spin down), eV: -4.42 / -3.51
HOMO-LUMO gap (spin up / spin down), eV: 6.956 / 4.840
2S+1: 2
Total charge: -1

```
15
Properties=species:S:1:pos:R:3:forces:R:3
Al -25.054460 -20.277890 8.514877 -0.91 0.20 0.29
O -26.645908 -20.577297 6.085628 0.41 0.04 0.53
O -22.740421 -18.699192 9.458326 -1.22 -0.44 -0.10
O -23.204339 -22.040441 9.685792 -0.55 0.65 -0.44
O -26.887949 -18.435061 9.596870 0.60 -0.68 -0.25
N -21.687127 -17.056558 8.347007 0.15 0.15 -2.99
N -21.820390 -16.925089 10.451409 0.70 3.16 5.89
C -22.203253 -17.613840 9.432395 0.24 -2.12 -1.41
H -21.740036 -17.669758 7.546196 0.46 0.63 -0.26
H -22.330843 -16.895657 11.322430 -0.09 -0.69 -0.21
H -27.849195 -18.589673 9.678233 0.74 -0.28 -0.23
H -22.339826 -21.666189 9.944781 -0.69 0.19 -0.28
H -21.275554 -16.080030 10.355814 -0.24 -0.25 -0.26
H -21.087372 -16.250709 8.451876 -0.19 -0.47 -0.78
H -27.478739 -20.076462 5.985243 0.60 -0.08 0.51
```
Forces are in eV/Å.

Results of the Löwdin charge analysis, in e, for atoms 1 through 8:
1 Al 1.019
2 O -0.517
3 O -0.025
4 O -0.519
5 O -0.593
6 N 0.152
7 N 0.156
8 C -0.761